# 1
23
Properties=species:S:1:pos:R:3:nbo_charge:R:1 method="wB97M-V/def2-TZVPD" e_tot_ev=-9559.867 homo_energy_ev=-9.05 relative_energy_ev=0.314
C -1.93741 2.34713 -0.61463 -0.63
C -0.64955 1.57694 -0.50936 -0.01
C 0.37977 1.96333 0.32155 -0.22
C 1.57172 1.24954 0.44862 -0.20
C 1.77265 0.16773 -0.38458 -0.22
C 0.76663 -0.20781 -1.27303 -0.21
C -0.43534 0.45368 -1.33433 -0.21
H -2.73476 1.81408 -0.09607 0.22
H -2.16448 2.51110 -1.66579 0.22
H -1.88308 3.34153 -0.16779 0.22
H 0.27551 2.88738 0.88481 0.21
H 2.35112 1.57292 1.12435 0.21
H 2.75079 -0.27151 -0.54166 0.21
H 0.95950 -1.04144 -1.90514 0.21
H -1.23753 0.12074 -1.98035 0.21
C -0.64829 -2.76272 1.93333 -0.61
C -0.07221 -3.47278 0.73019 -0.61
H 0.02687 -2.03786 2.38574 0.21
H -1.55783 -2.26237 1.61795 0.20
H -0.96591 -3.42786 2.74083 0.20
H 0.15280 -2.72819 -0.03713 0.21
H 0.86657 -4.03179 0.77278 0.20
H -0.78030 -4.19898 0.32447 0.20

=====

# 2
20
Properties=species:S:1:pos:R:3:nbo_charge:R:1 method="wB97M-V/def2-TZVPD" e_tot_ev=-9943.470 homo_energy_ev=-8.89 relative_energy_ev=0.727
C 1.49857 1.73517 -0.98501 -0.63
C 0.67844 0.50392 -0.65222 0.08
O -0.72087 0.76411 -0.58142 -0.73
C 1.22919 -0.19132 0.60199 -0.07
C 0.53308 0.28785 1.86848 -0.62
N 1.16303 -1.64164 0.54479 -0.87
H 1.15280 2.29901 -1.85134 0.22
H 2.53363 1.44264 -1.13944 0.22
H 1.43883 2.43836 -0.14302 0.20
H 0.70963 -0.18046 -1.50394 0.18
H -0.89710 1.55644 -0.02408 0.46
H 2.27873 0.08382 0.72563 0.19
H -0.47509 -0.14809 1.92468 0.21
H 0.32912 1.34974 2.01280 0.20
H 1.02662 -0.08979 2.76341 0.22
H 0.19605 -1.91266 0.51355 0.36
H 1.79817 -2.23814 0.05294 0.38
O -5.04460 -2.28143 -1.24471 -0.95
H -5.34124 -1.51027 -1.76435 0.48
H -4.08701 -2.26728 -1.11872 0.48